1.
# C39H34GaO4

A molecular structure, C39H34GaO4 in a non-equilibrium geometry (wB97M-V/def2-TZVPD, the Open Molecules 2025 dataset).

Element x y z (Å)
C  -7.79136  -0.60748  -4.57607
C  -6.35026  -1.01698  -4.23469
C  -5.55743  0.26323  -3.92462
C  -6.32764  -2.10841  -3.11518
C  -5.76063  -1.69323  -1.74200
Ga  -7.16576  -0.62022  -0.68124
C  -6.45110  0.03153  1.11813
C  -7.33649  0.21146  2.15387
C  -6.95586  0.67470  3.38475
C  -5.63342  0.96193  3.58926
C  -4.71683  0.77147  2.60042
C  -5.13395  0.31584  1.37303
H  -7.75369  0.30233  -5.18621
H  -8.27717  -1.37161  -5.18736
H  -8.34423  -0.37653  -3.66816
H  -5.90750  -1.46001  -5.13337
H  -6.17222  0.97733  -3.38392
H  -5.33530  0.74340  -4.88751
H  -4.59632  0.09356  -3.44320
H  -5.85520  -3.00957  -3.52976
H  -7.37135  -2.38763  -2.93500
H  -5.61030  -2.62549  -1.18123
H  -4.77937  -1.21473  -1.80260
H  -8.54812  -1.44144  -0.50595
H  -7.55185  0.69287  -1.55409
H  -8.38550  -0.02415  1.99078
H  -7.67649  0.83395  4.17703
H  -5.32517  1.33489  4.56230
H  -3.66996  0.99366  2.77605
H  -4.39924  0.18053  0.58347
C  -0.59929  -2.52768  -3.80803
C  -1.76248  -2.14362  -3.14620
C  -1.74412  -1.06127  -2.28389
C  -0.56031  -0.36470  -2.07182
C  0.61206  -0.76215  -2.71817
C  0.58482  -1.84041  -3.59482
C  1.89687  -0.05419  -2.46617
O  2.91951  -0.39392  -3.02910
C  1.90247  1.07994  -1.49729
C  3.10096  1.72012  -1.20477
C  3.12026  2.78168  -0.31594
C  1.93939  3.21501  0.27911
C  0.74235  2.57871  -0.00503
C  0.72081  1.50512  -0.88564
C  -0.56793  0.80739  -1.15504
O  -1.60262  1.17080  -0.64298
H  -0.61790  -3.36921  -4.48878
H  -2.68523  -2.68732  -3.30451
H  -2.64891  -0.75799  -1.77276
H  1.48999  -2.14092  -4.10511
H  4.01784  1.38332  -1.66968
H  4.05614  3.27241  -0.08393
H  1.95553  4.04825  0.96989
H  -0.17693  2.90993  0.45944
C  5.47281  -3.14418  2.57573
C  4.62132  -2.25926  1.92152
C  4.93706  -0.91289  1.85455
C  6.10105  -0.44390  2.45127
C  6.94495  -1.32855  3.12691
C  6.63105  -2.68079  3.17735
C  8.17255  -0.83787  3.81130
O  8.91112  -1.60430  4.39528
C  8.47000  0.62233  3.76881
C  9.58019  1.11023  4.44654
C  9.87659  2.46204  4.40594
C  9.06951  3.33276  3.68038
C  7.95907  2.85270  3.00721
C  7.65029  1.49919  3.05577
C  6.43354  1.00270  2.35406
O  5.72453  1.75681  1.72139
H  5.22781  -4.19743  2.61937
H  3.71121  -2.62214  1.46208
H  4.27908  -0.22329  1.34176
H  7.29134  -3.36664  3.69041
H  10.20814  0.43126  5.00729
H  10.73926  2.84077  4.93878
H  9.30672  4.38819  3.64449
H  7.32726  3.52774  2.44608

Atoms 1-2, force components in eV/Å:
C 0.566 0.176 -0.491
C -0.023 0.015 0.472

Properties
LUMO level	0.01	eV
E_tot	-101561.890	eV
spin multiplicity	1
HOMO level	-4.59	eV
total charge	-1
ΔE to the lowest compared entry with this formula, charge and spin	6.2	kcal per mole
frontier orbital gap	4.60	eV
maximum force	1.76	eV/Å

2.
# C39H34GeN4O2S6Tc

A molecular structure, C39H34GeN4O2S6Tc in a non-equilibrium geometry (wB97M-V/def2-TZVPD, the Open Molecules 2025 dataset).

Element x y z (Å)
Tc  0.10150  0.46373  0.55894
C  1.51021  7.16423  4.66421
C  1.01606  5.78939  4.27884
C  0.50609  5.54208  3.00405
C  0.05413  4.28106  2.65011
C  0.12620  3.25230  3.58554
C  0.61517  3.47376  4.87042
C  1.05587  4.74306  5.20329
S  -0.36004  1.64559  3.12765
O  -1.30861  1.76887  2.00365
O  -0.70363  0.91473  4.30030
N  0.88127  1.00259  2.29956
C  2.11016  0.43549  2.64611
C  2.78044  0.50376  3.83544
C  4.06057  -0.08687  3.96606
C  4.66580  -0.71701  2.91987
C  3.99141  -0.80993  1.67705
C  4.53908  -1.43329  0.53507
C  3.83225  -1.48636  -0.63357
C  2.54241  -0.94421  -0.67872
N  1.97940  -0.36352  0.36690
C  2.70850  -0.25805  1.55459
H  1.30023  7.89658  3.88525
H  2.58919  7.15273  4.83524
H  1.03938  7.50316  5.58928
H  0.46023  6.34889  2.27860
H  -0.37435  4.09685  1.67125
H  0.62077  2.66743  5.59637
H  1.43215  4.93150  6.20489
H  2.32187  1.00764  4.67770
H  4.57052  -0.02740  4.92089
H  5.65410  -1.15046  3.02402
H  5.53277  -1.86803  0.59707
H  4.23587  -1.95396  -1.52248
H  1.94691  -1.00608  -1.58188
S  -1.13167  -1.32103  1.65677
S  -3.03511  -0.85216  1.13011
S  -2.96904  -0.30510  -0.95423
S  -0.99600  -0.53101  -1.38100
C  0.26578  -3.64699  -0.07797
Ge  -0.73911  -2.87726  -1.53230
C  -2.51830  -3.51215  -1.68811
C  -3.15215  -4.12638  -0.61008
C  -4.46412  -4.57022  -0.73939
C  -5.14018  -4.39172  -1.94032
C  -4.50988  -3.77784  -3.02001
C  -3.20058  -3.33715  -2.89393
C  0.30622  -3.00169  -3.16403
C  0.78817  -1.88731  -3.80483
C  1.65797  -1.99265  -4.92106
C  2.03593  -3.21907  -5.37436
C  1.54859  -4.40416  -4.76005
C  1.91766  -5.68569  -5.24624
C  1.42832  -6.81933  -4.66909
C  0.53304  -6.72940  -3.57635
C  0.16339  -5.51142  -3.08597
C  0.66717  -4.30406  -3.65291
H  -0.40564  -4.14601  0.62228
H  0.81991  -2.88566  0.46760
H  0.96109  -4.36999  -0.51370
H  -2.63502  -4.25094  0.33583
H  -4.95833  -5.05087  0.09780
H  -6.16570  -4.73058  -2.03693
H  -5.04079  -3.64376  -3.95632
H  -2.70644  -2.86557  -3.73912
H  0.49971  -0.89680  -3.46867
H  2.01676  -1.09384  -5.41147
H  2.70756  -3.30956  -6.22306
H  2.59286  -5.74696  -6.09539
H  1.71293  -7.79294  -5.05200
H  0.13156  -7.63492  -3.13485
H  -0.54787  -5.47054  -2.26883
N  1.02293  6.68373  -2.73009
C  1.26146  6.38531  -1.45023
S  1.65628  7.47664  -0.29074
C  1.08458  4.93131  -1.10845
C  1.95861  4.30256  -0.23491
C  1.72114  2.99703  0.12707
N  0.65960  2.30321  -0.32627
C  -0.17257  2.90090  -1.19174
C  0.01433  4.20360  -1.60859
H  1.10315  7.64442  -3.02260
H  0.87467  5.97571  -3.42913
H  2.80084  4.84082  0.18041
H  2.37804  2.48566  0.81708
H  -1.02369  2.31991  -1.52859
H  -0.70928  4.64910  -2.28121

Atoms 1-2, force components in eV/Å:
Tc -0.688 -0.946 1.034
C -0.052 -0.145 -0.033

Properties
LUMO level (alpha / beta)	-3.20 / -4.03	eV
E_tot	-174773.894	eV
spin multiplicity	3
HOMO level (alpha / beta)	-9.70 / -9.71	eV
total charge	+1
ΔE to the lowest compared entry with this formula, charge and spin	9.4	kcal per mole
frontier orbital gap (alpha / beta)	6.50 / 5.69	eV
maximum force	1.56	eV/Å
⟨S²⟩	2.02

3.
# C39H35BiIN3O6PSSe2

A molecular structure, C39H35BiIN3O6PSSe2 (wB97M-V/def2-TZVPD, the Open Molecules 2025 dataset).

Element x y z (Å)
Bi  1.07326  0.57167  -1.11940
O  -0.74576  4.77273  -4.59424
C  -1.79425  4.21699  -3.82290
C  -1.26317  3.05561  -2.97005
C  -2.48464  2.47880  -2.23626
O  -2.13725  1.57923  -1.21888
C  -0.28581  3.60351  -1.90443
Se  1.60219  3.01889  -1.93894
C  -0.64650  2.05297  -3.95922
Se  -0.44094  0.14191  -3.43441
H  -1.10405  5.44908  -5.17313
H  -2.59618  3.83301  -4.46985
H  -2.23463  4.97743  -3.16035
H  -3.15068  1.99841  -2.96415
H  -3.03260  3.29533  -1.75310
H  -1.91205  0.74442  -1.67290
H  -0.63459  3.34936  -0.90412
H  -0.22115  4.68817  -1.98594
H  0.34288  2.39700  -4.24759
H  -1.26796  1.99277  -4.85374
I  1.67620  -2.94289  0.49704
C  0.39962  -4.57687  0.06336
C  0.97716  -5.70711  -0.44827
C  0.24375  -6.90036  -0.56177
C  -1.03002  -6.96853  -0.08173
C  -1.66082  -5.82214  0.45372
C  -2.95120  -5.90589  1.01937
C  -3.55285  -4.80179  1.55100
C  -2.94371  -3.54761  1.41364
C  -1.70963  -3.40481  0.82416
P  -1.22883  -1.69182  0.28664
C  -1.25151  -0.87595  1.92179
C  -0.82518  -1.56264  3.05989
C  -0.76152  -0.91785  4.28478
C  -1.13017  0.41511  4.38629
C  -1.53644  1.10806  3.25693
C  -1.57968  0.47547  2.02405
C  -2.89680  -1.31829  -0.42642
C  -3.94259  -0.61227  0.15726
C  -5.09081  -0.34136  -0.57065
C  -5.21235  -0.77565  -1.88236
C  -4.18385  -1.49926  -2.46665
C  -3.03002  -1.75655  -1.74418
C  -0.97781  -4.56545  0.43936
H  2.01743  -5.68789  -0.74261
H  0.71848  -7.77331  -0.99058
H  -1.57561  -7.90431  -0.09467
H  -3.45804  -6.86335  1.03563
H  -4.52105  -4.87185  2.02998
H  -3.47356  -2.66652  1.74828
H  -0.54557  -2.60568  2.98797
H  -0.42188  -1.45788  5.16010
H  -1.08619  0.91513  5.34583
H  -1.80262  2.15470  3.33115
H  -1.86450  1.02515  1.13556
H  -3.86426  -0.25889  1.17725
H  -5.89294  0.22605  -0.11461
H  -6.11148  -0.55691  -2.44562
H  -4.26133  -1.84276  -3.49002
H  -2.20593  -2.28558  -2.20868
O  2.32768  0.02172  1.02617
C  1.83545  0.96569  1.70258
O  1.08306  1.84828  1.24230
C  2.18691  1.00766  3.17516
C  1.84743  2.11192  3.94736
C  2.20388  2.16034  5.28086
C  2.91025  1.09799  5.83278
C  3.23406  -0.02349  5.07817
C  2.86958  -0.06117  3.74615
N  3.32538  1.16917  7.22176
O  3.99406  0.25374  7.67146
O  2.99143  2.14324  7.87618
H  1.30523  2.92352  3.48278
H  1.94991  3.00119  5.90919
H  3.76226  -0.84152  5.54515
H  3.10802  -0.90991  3.12101
C  5.35200  2.71544  -5.38197
C  5.08660  2.32618  -3.95851
C  5.48431  3.12739  -2.89148
C  5.10095  2.71329  -1.62929
N  4.38841  1.61318  -1.42275
C  4.06288  0.90451  -2.50596
S  3.07584  -0.53317  -2.26798
N  4.40697  1.20167  -3.75898
H  6.36887  3.08943  -5.50351
H  4.65641  3.51089  -5.65700
H  5.17945  1.86491  -6.03626
H  6.03751  4.04364  -3.04187
H  5.34720  3.28739  -0.74211

Atoms 1-2, force components in eV/Å:
Bi -0.260 -0.106 0.053
O 0.190 0.037 -0.044

Properties
LUMO level	1.53	eV
E_tot	-222525.110	eV
spin multiplicity	1
HOMO level	-4.62	eV
total charge	-1
ΔE to the lowest compared entry with this formula, charge and spin	19.1	kcal per mole
frontier orbital gap	6.15	eV
maximum force	0.92	eV/Å